(1)
Below is a molecular structure, C4H7N2 at a distorted geometry, with properties calculated with wB97M-V/def2-TZVPD.

Each line ends with the natural charge from an NBO analysis.
Cartesian coordinates (Å):
1 C 0.49 1.08 1.23  0.33
2 C 0.00 -0.92 -0.96  -0.50
3 C -0.28 -1.41 0.49  -0.19
4 C -0.18 0.44 -0.52  0.43
5 N 0.69 1.51 -0.15  -0.54
6 N -0.35 0.07 0.81  -0.38
7 H 0.87 1.61 2.15  0.28
8 H 1.03 -1.14 -1.19  0.26
9 H -0.63 -1.36 -1.72  0.28
10 H -1.32 -1.75 0.67  0.25
11 H 0.51 -2.10 0.95  0.26
12 H -1.91 1.68 -1.27  0.09
13 H 1.07 2.29 -0.51  0.44

Its total energy is -265.59948 Eh. As for the energy above the lowest of the compared OMol25 structures with the same formula, charge and spin: 8.408 eV. The value obtained for the frontier orbital gap (spin up / spin down) is 0.3288 / 0.3280 Eh. Its total charge is +1.

***

(2)
Below is C13H15N3O2 in the gas phase at a distorted geometry, with properties calculated with wB97M-V/def2-TZVPD.

Each line ends with the natural charge from an NBO analysis.
Cartesian coordinates (Å):
1 C 1.50 1.46 -1.40  -0.42
2 N 0.32 0.73 -1.00  -0.48
3 C -0.62 0.38 -2.00  0.25
4 C -0.77 1.16 -3.16  -0.29
5 C -1.72 0.79 -4.12  -0.19
6 C -2.56 -0.31 -3.91  -0.24
7 C -2.43 -1.07 -2.74  -0.20
8 C -1.43 -0.76 -1.82  -0.26
9 C -0.17 1.08 0.31  -0.05
10 H 1.87 1.07 -2.36  0.21
11 H 1.29 2.54 -1.50  0.16
12 H 2.25 1.33 -0.62  0.24
13 H -0.15 2.04 -3.31  0.22
14 H -1.80 1.37 -5.04  0.21
15 H -3.32 -0.58 -4.65  0.21
16 H -3.10 -1.90 -2.54  0.21
17 H -1.24 -1.42 -0.97  0.22
18 H -1.25 1.27 0.30  0.25
19 H 0.40 1.95 0.67  0.21
20 C 2.74 -0.59 3.72  -0.40
21 N 1.46 -0.71 3.03  -0.42
22 C 1.32 0.05 1.88  0.80
23 O 2.26 0.71 1.42  -0.64
24 N 0.06 0.01 1.31  -0.46
25 C -1.04 -0.67 1.83  0.64
26 O -2.17 -0.43 1.39  -0.60
27 C -0.69 -1.66 2.81  -0.39
28 C 0.51 -1.60 3.43  0.09
29 H 2.75 -1.33 4.52  0.20
30 H 3.55 -0.76 3.02  0.23
31 H 2.84 0.42 4.14  0.22
32 H -1.46 -2.36 3.11  0.25
33 H 0.80 -2.22 4.28  0.22

Its total energy is -819.14919 Eh. As for the energy above the lowest of the compared OMol25 structures with the same formula, charge and spin: 0.000 eV. The value obtained for the frontier orbital gap is 0.3088 Eh. Its total charge is 0.

***

(3)
Below is a molecular structure, C26H23ClN4O5PtS at a distorted geometry, with properties calculated with wB97M-V/def2-TZVPD.

Each line ends with the natural charge from an NBO analysis.
Cartesian coordinates (Å):
1 Pt 1.12 0.37 0.05  0.83
2 O 4.37 -0.14 2.36  -0.62
3 C 3.30 0.05 1.82  0.76
4 O 2.57 -0.82 1.20  -0.81
5 C 2.71 1.46 1.78  -0.05
6 C 3.55 2.56 1.67  -0.17
7 C 3.01 3.83 1.56  -0.15
8 C 1.63 4.04 1.60  -0.22
9 C 0.81 2.95 1.74  0.16
10 C 1.31 1.64 1.83  -0.42
11 N -0.64 3.15 1.79  0.51
12 O -1.05 4.29 1.83  -0.37
13 O -1.34 2.16 1.84  -0.36
14 H 4.62 2.39 1.65  0.25
15 H 3.67 4.68 1.46  0.23
16 H 1.21 5.03 1.52  0.26
17 H 0.64 0.84 2.14  0.32
18 S -2.10 -6.04 1.24  0.27
19 C -1.37 -4.42 1.37  -0.14
20 C -0.07 -4.23 1.82  -0.26
21 C 0.44 -2.94 1.87  0.04
22 N -0.25 -1.87 1.48  -0.44
23 C -1.49 -2.06 1.04  0.05
24 C -2.10 -3.31 0.97  -0.26
25 C -1.83 -6.60 2.91  -0.14
26 C -0.76 -7.43 3.23  -0.27
27 C -0.61 -7.84 4.55  0.04
28 N -1.44 -7.49 5.52  -0.40
29 C -2.47 -6.71 5.20  0.04
30 C -2.71 -6.24 3.92  -0.25
31 H 0.54 -5.07 2.13  0.23
32 H 1.45 -2.75 2.20  0.22
33 H -2.03 -1.17 0.74  0.20
34 H -3.12 -3.41 0.62  0.23
35 H -0.06 -7.75 2.47  0.23
36 H 0.22 -8.48 4.83  0.20
37 H -3.14 -6.44 6.01  0.20
38 H -3.56 -5.61 3.71  0.23
39 Cl 3.01 2.50 -2.05  -0.02
40 C 1.79 1.87 -3.11  0.06
41 C 2.12 1.68 -4.44  -0.26
42 C 1.17 1.19 -5.33  -0.22
43 C -0.10 0.90 -4.86  -0.22
44 C -0.41 1.09 -3.52  -0.19
45 C 0.53 1.57 -2.60  -0.08
46 C 0.18 1.72 -1.17  -0.64
47 H 3.12 1.93 -4.78  0.22
48 H 1.43 1.05 -6.37  0.22
49 H -0.86 0.53 -5.54  0.22
50 H -1.40 0.86 -3.16  0.21
51 H -0.90 1.64 -1.06  0.20
52 H 0.48 2.72 -0.84  0.20
53 C 1.49 -2.35 -3.28  -0.70
54 C 1.72 -1.67 -1.97  0.71
55 N 2.86 -1.86 -1.32  -0.78
56 O 0.80 -0.94 -1.52  -0.64
57 H 2.40 -2.37 -3.88  0.23
58 H 0.71 -1.83 -3.82  0.26
59 H 1.17 -3.38 -3.10  0.24
60 H 3.57 -2.44 -1.73  0.40
61 H 2.98 -1.47 -0.38  0.46

Its total energy is -2577.42340 Eh. As for the energy above the lowest of the compared OMol25 structures with the same formula, charge and spin: 0.270 eV. The value obtained for the frontier orbital gap is 0.2692 Eh. Its total charge is 0.

***

(4)
Below is C5H10O2 in the gas phase, with properties calculated with wB97M-V/def2-TZVPD.

Each line ends with the natural charge from an NBO analysis.
Cartesian coordinates (Å):
1 C 3.13 -0.51 0.24  -0.25
2 O 1.99 0.09 -0.30  -0.53
3 C 0.85 -0.24 0.45  -0.09
4 C -0.34 0.29 -0.24  -0.32
5 C -2.98 0.05 -0.67  -0.25
6 C -1.18 1.22 0.22  0.16
7 O -2.43 1.33 -0.30  -0.52
8 H 3.28 -0.21 1.28  0.16
9 H 3.97 -0.19 -0.37  0.19
10 H 3.05 -1.61 0.20  0.16
11 H 0.91 0.13 1.49  0.17
12 H 0.74 -1.34 0.51  0.17
13 H -0.58 -0.15 -1.19  0.20
14 H -3.85 0.29 -1.27  0.20
15 H -2.36 -0.63 -1.27  0.18
16 H -3.25 -0.49 0.24  0.18
17 H -0.93 1.96 0.99  0.19

Its total energy is -346.90902 Eh. As for the energy above the lowest of the compared OMol25 structures with the same formula, charge and spin: 3.168 eV. The value obtained for the frontier orbital gap is 0.3586 Eh. Its total charge is 0.

***

(5)
Below is C2ClN3O2S in the gas phase at a distorted geometry, with properties calculated with wB97M-V/def2-TZVPD.

Each line ends with the natural charge from an NBO analysis.
Cartesian coordinates (Å):
1 C -0.64 -0.35 -0.33  0.31
2 C 1.29 0.17 0.54  0.12
3 N -0.35 -1.52 -0.69  -0.56
4 N 1.94 -0.85 0.16  -0.64
5 N -1.45 0.73 -0.19  0.42
6 O -2.27 1.03 -1.09  -0.35
7 O -1.26 1.39 0.81  -0.34
8 S 1.19 -2.08 -0.61  0.82
9 Cl 1.55 1.48 1.41  0.20

Its total energy is -1249.09963 Eh. As for the energy above the lowest of the compared OMol25 structures with the same formula, charge and spin: 1.250 eV. The value obtained for the frontier orbital gap is 0.2912 Eh. Its total charge is 0.